Molecular formula: C8H19N14O3RuSe2
Method: DFT, the ωB97M-V functional and the def2-TZVPD basis

Last column: Löwdin charge in e.
Geometry (Å):
Ru 0.416 -0.328 1.101  1.35
N -1.240 0.059 -0.338  0.00
N -2.507 -0.189 0.246  0.05
C -2.500 -0.896 1.401  -0.40
N -3.658 -1.267 1.945  0.22
N -1.289 -1.175 1.813  -0.01
N -0.997 -1.749 3.046  -0.39
O 0.192 -1.766 3.260  0.06
O -1.870 -2.177 3.765  0.10
H -1.258 0.962 -0.797  0.11
H -0.980 -0.687 -0.994  0.00
H -3.252 -0.426 -0.395  0.16
H -4.444 -0.653 1.795  0.13
H -3.587 -1.678 2.868  0.10
N 2.110 1.790 3.202  0.15
C 0.743 1.887 3.210  -0.47
N 0.036 2.642 4.030  0.04
N -1.240 2.443 3.642  -0.08
N -1.304 1.634 2.649  -0.08
N -0.035 1.249 2.338  -0.14
C 2.835 1.151 2.227  -0.46
N 4.137 1.275 2.100  0.04
N 4.440 0.544 1.000  -0.06
N 3.399 0.012 0.490  -0.09
N 2.324 0.365 1.255  -0.15
H 2.626 2.327 3.879  0.15
C -1.306 -2.606 -4.836  -0.42
Se -0.380 -1.745 -3.356  0.91
C -0.465 0.085 -4.065  -0.56
C 0.834 0.850 -3.889  -0.56
Se 1.693 0.598 -2.134  0.88
C 1.661 2.476 -1.618  -0.40
H -2.312 -2.211 -4.949  0.02
H -1.359 -3.667 -4.606  0.01
H -0.738 -2.465 -5.752  0.02
H -1.287 0.607 -3.575  0.05
H -0.718 -0.018 -5.121  0.06
H 0.650 1.919 -3.994  0.06
H 1.562 0.550 -4.641  0.06
H 2.205 3.070 -2.347  0.02
H 2.158 2.548 -0.652  0.01
H 0.639 2.838 -1.523  0.02
C 1.474 -2.940 0.457  -0.21
O 0.695 -1.862 0.006  -0.51
H 2.267 -2.619 1.142  0.06
H 1.941 -3.430 -0.401  0.08
H 0.844 -3.676 0.972  0.07

Summary:
* energy relative to the best compared isomer or geometry (same formula, charge and spin): 184.00 kJ/mol
* LUMO (alpha / beta): -1.101 / -1.052 eV
* F_max: 0.0268 hartree/bohr
* orbital gap (alpha / beta): 7.07 / 7.14 eV
* multiplicity: 2

***

Molecular formula: C44H60AsGeN2S2Si3Tc
Method: DFT, the ωB97M-V functional and the def2-TZVPD basis

Last column: Löwdin charge in e.
Geometry (Å):
Tc 0.489 -0.824 -0.275  0.81
C 0.327 -2.881 -2.865  -0.08
N 1.324 -2.502 -1.843  -0.24
C 1.604 -3.666 -0.975  -0.16
C 2.375 -3.170 0.211  -0.13
N 1.524 -2.272 1.063  -0.23
C 2.489 -1.540 1.930  -0.07
C 0.608 -3.106 1.863  -0.28
C 1.093 -3.858 2.926  -0.02
C 0.232 -4.668 3.644  -0.05
C -1.114 -4.725 3.299  -0.06
C -1.592 -3.979 2.238  -0.09
C -0.729 -3.166 1.503  -0.57
S -1.338 -2.293 0.096  0.64
C 2.518 -2.030 -2.529  -0.28
C 3.306 -2.870 -3.301  0.00
C 4.404 -2.362 -3.983  -0.02
C 4.719 -1.011 -3.914  -0.04
C 3.930 -0.161 -3.162  -0.09
C 2.838 -0.674 -2.458  -0.55
S 1.978 0.422 -1.396  0.80
H 0.665 -3.756 -3.426  0.11
H 0.210 -2.049 -3.549  0.03
H -0.621 -3.101 -2.377  0.05
H 2.156 -4.446 -1.504  0.13
H 0.644 -4.087 -0.669  0.11
H 3.237 -2.582 -0.116  0.13
H 2.743 -3.989 0.832  0.14
H 3.214 -2.237 2.353  0.11
H 1.952 -1.056 2.736  0.06
H 3.021 -0.808 1.327  0.08
H 2.135 -3.816 3.209  0.12
H 0.609 -5.248 4.474  0.12
H -1.791 -5.354 3.860  0.12
H -2.638 -4.024 1.964  0.11
H 3.066 -3.920 -3.391  0.12
H 5.012 -3.028 -4.581  0.12
H 5.573 -0.622 -4.450  0.12
H 4.157 0.895 -3.101  0.12
C 0.705 0.975 -4.826  -0.19
Si -1.007 0.320 -4.491  0.35
C -1.301 -1.318 -5.353  -0.20
C -2.229 1.520 -5.223  -0.19
As -1.372 0.241 -2.046  0.85
Si -1.619 2.594 -1.491  0.32
C -2.479 3.691 -2.728  -0.20
C -2.644 2.580 0.047  -0.21
C 0.113 3.230 -1.252  -0.23
Si -3.640 -0.689 -1.808  0.31
C -3.740 -2.479 -2.317  -0.22
C -4.256 -0.392 -0.072  -0.22
C -4.645 0.293 -3.036  -0.20
H 0.950 0.756 -5.869  0.05
H 1.486 0.535 -4.212  -0.02
H 0.736 2.058 -4.701  0.04
H -1.793 -1.080 -6.299  0.05
H -1.953 -2.000 -4.814  0.01
H -0.380 -1.845 -5.597  0.04
H -1.811 1.793 -6.197  0.06
H -2.368 2.437 -4.664  -0.02
H -3.202 1.070 -5.401  0.03
H -3.392 3.288 -3.159  0.02
H -1.826 4.032 -3.529  0.04
H -2.764 4.572 -2.145  0.06
H -3.705 2.568 -0.205  0.04
H -2.454 3.483 0.628  0.04
H -2.442 1.723 0.685  0.01
H 0.741 3.052 -2.126  0.02
H 0.602 2.782 -0.388  -0.03
H 0.069 4.310 -1.090  0.06
H -3.342 -3.168 -1.579  -0.01
H -3.263 -2.678 -3.274  0.01
H -4.805 -2.695 -2.443  0.05
H -3.459 -0.410 0.667  -0.01
H -4.961 -1.187 0.183  0.05
H -4.785 0.558 0.000  0.03
H -4.546 -0.127 -4.037  0.03
H -4.395 1.351 -3.078  0.01
H -5.697 0.215 -2.753  0.05
C 0.271 0.336 0.959  -0.32
Ge 0.608 1.494 2.631  0.97
C -0.737 2.832 3.001  -0.29
C -0.442 4.192 3.005  -0.10
C -1.399 5.116 3.408  -0.06
C -2.648 4.685 3.824  -0.06
C -2.939 3.327 3.858  -0.06
C -1.987 2.408 3.455  -0.12
C 2.388 2.163 2.250  -0.28
C 3.508 1.511 2.771  -0.12
C 4.786 1.993 2.528  -0.06
C 4.963 3.135 1.762  -0.06
C 3.862 3.796 1.241  -0.06
C 2.584 3.315 1.487  -0.12
C 0.500 0.278 4.135  -0.31
C -0.487 -0.703 4.205  -0.12
C -0.667 -1.437 5.369  -0.07
C 0.144 -1.200 6.469  -0.06
C 1.125 -0.221 6.412  -0.06
C 1.298 0.523 5.253  -0.10
H 0.537 4.547 2.713  0.09
H -1.161 6.171 3.412  0.11
H -3.389 5.405 4.145  0.11
H -3.905 2.989 4.209  0.11
H -2.223 1.351 3.510  0.10
H 3.390 0.633 3.395  0.09
H 5.644 1.485 2.950  0.11
H 5.959 3.518 1.584  0.11
H 3.997 4.694 0.654  0.11
H 1.739 3.851 1.077  0.08
H -1.134 -0.899 3.356  0.10
H -1.443 -2.188 5.417  0.11
H 0.004 -1.770 7.377  0.11
H 1.745 -0.023 7.275  0.11
H 2.052 1.301 5.234  0.10

Summary:
* net charge: +2
* energy relative to the best compared isomer or geometry (same formula, charge and spin): 0.00 kJ/mol
* LUMO (alpha / beta): -7.586 / -7.628 eV
* F_max: 0.0252 hartree/bohr
* orbital gap (alpha / beta): 5.25 / 5.21 eV

***

Molecular formula: C21H24ClN3O5S
Method: DFT, the ωB97M-V functional and the def2-TZVPD basis

Last column: Löwdin charge in e.
Geometry (Å):
C 2.099 -1.503 3.401  -0.04
C 0.950 -1.135 2.516  -0.27
C 0.028 -2.096 2.114  -0.03
C -1.016 -1.758 1.271  -0.05
C -1.149 -0.452 0.837  -0.27
C -0.264 0.524 1.251  -0.05
C 0.783 0.178 2.087  -0.02
H 1.487 0.934 2.399  0.12
H -0.382 1.539 0.905  0.10
S -2.437 -0.138 -0.371  0.70
O -3.716 -0.273 0.256  -0.26
O -2.139 -1.001 -1.494  -0.30
N -2.203 1.432 -0.866  -0.19
C -1.546 1.635 -2.143  -0.08
H -1.894 0.894 -2.869  0.13
H -1.760 2.638 -2.510  0.13
C -0.040 1.504 -1.910  -0.44
O 0.690 2.460 -1.787  0.08
N 0.341 0.200 -1.792  0.14
C 1.514 -0.283 -1.229  -0.20
C 1.569 -1.628 -0.883  0.07
C 2.689 -2.154 -0.252  -0.16
C 3.783 -1.338 0.045  -0.59
C 3.728 0.002 -0.322  -0.08
C 2.621 0.526 -0.956  0.02
H 2.593 1.569 -1.227  0.11
H 4.570 0.637 -0.097  0.11
Cl 5.159 -1.913 0.901  0.75
N 2.645 -3.552 0.104  -0.36
O 1.547 -4.033 0.286  0.08
O 3.687 -4.157 0.200  0.05
H 0.734 -2.283 -1.087  0.14
H -0.413 -0.485 -1.885  0.10
C -3.081 2.450 -0.311  -0.34
C -4.306 2.706 -1.192  -0.14
C -5.238 3.706 -0.514  -0.19
C -4.501 5.010 -0.220  -0.21
C -3.281 4.746 0.657  -0.19
C -2.338 3.754 -0.021  -0.14
H -1.964 4.188 -0.950  0.12
H -1.477 3.557 0.621  0.11
H -2.751 5.680 0.851  0.11
H -3.606 4.338 1.616  0.12
H -5.172 5.710 0.281  0.11
H -4.181 5.467 -1.159  0.11
H -6.099 3.900 -1.156  0.11
H -5.606 3.277 0.420  0.12
H -3.992 3.099 -2.161  0.12
H -4.821 1.757 -1.356  0.12
H -3.425 2.020 0.635  0.14
H -1.722 -2.498 0.930  0.13
H 0.139 -3.119 2.437  0.12
H 2.981 -0.917 3.156  0.07
H 1.843 -1.306 4.443  0.09
H 2.336 -2.560 3.310  0.08

Summary:
* energy relative to the best compared isomer or geometry (same formula, charge and spin): 301.75 kJ/mol
* SMILES string: Cc1ccc(S(=O)(=O)N(CC(=O)Nc2ccc(Cl)c([N+](=O)[O-])c2)C2CCCCC2)cc1
* LUMO: -0.506 eV
* F_max: 0.0242 hartree/bohr
* orbital gap: 8.47 eV

***

Molecular formula: C24H28FN3O4S
Method: DFT, the ωB97M-V functional and the def2-TZVPD basis

Last column: Löwdin charge in e.
Geometry (Å):
C -0.803 2.399 -4.382  0.02
C -0.032 1.155 -4.733  -0.46
O -0.127 0.627 -5.823  0.07
N 0.793 0.605 -3.786  0.05
C 1.076 0.935 -2.465  -0.16
C 0.781 2.076 -1.729  0.00
C 1.215 2.148 -0.412  -0.04
C 1.944 1.122 0.154  -0.26
C 2.251 -0.021 -0.569  0.01
C 1.805 -0.108 -1.867  -0.14
C 1.987 -1.231 -2.840  -0.06
H 3.019 -1.576 -2.881  0.12
H 1.358 -2.080 -2.561  0.13
C 1.545 -0.604 -4.168  -0.29
C 2.735 -0.212 -5.039  -0.03
H 3.294 -1.099 -5.325  0.08
H 2.385 0.282 -5.942  0.08
H 3.393 0.463 -4.494  0.09
H 0.877 -1.250 -4.744  0.15
H 2.847 -0.799 -0.121  0.12
S 2.542 1.282 1.834  0.67
O 3.879 0.771 1.896  -0.28
O 2.286 2.621 2.278  -0.29
N 1.599 0.282 2.769  -0.23
C 0.213 0.648 2.889  -0.18
C -0.346 0.033 4.171  -0.12
H 0.229 0.418 5.014  0.13
H -1.385 0.340 4.299  0.11
C -0.196 -1.496 4.132  -0.22
C -1.067 -2.113 3.038  -0.47
O -0.635 -2.788 2.128  0.07
N -2.394 -1.875 3.188  0.08
H -2.694 -1.231 3.902  0.13
C -3.310 -2.095 2.079  -0.12
C -3.169 -0.955 1.102  -0.22
C -2.230 -1.037 0.080  -0.02
C -1.993 0.045 -0.749  0.01
C -2.706 1.209 -0.535  -0.27
C -3.651 1.319 0.467  0.00
C -3.874 0.227 1.287  -0.04
H -4.608 0.298 2.077  0.11
H -4.192 2.243 0.598  0.12
F -2.474 2.275 -1.333  0.05
H -1.266 -0.006 -1.543  0.11
H -1.671 -1.950 -0.055  0.11
H -4.325 -2.166 2.473  0.12
H -3.029 -3.038 1.608  0.12
C 1.280 -1.843 3.911  -0.11
C 1.822 -1.141 2.665  -0.19
H 2.899 -1.285 2.581  0.12
H 1.325 -1.554 1.777  0.12
H 1.390 -2.920 3.782  0.12
H 1.856 -1.526 4.781  0.12
H -0.528 -1.915 5.090  0.15
H 0.175 1.737 2.930  0.12
H -0.370 0.302 2.017  0.13
H 1.015 3.023 0.186  0.12
H 0.241 2.909 -2.139  0.09
H -1.385 2.266 -3.476  0.06
H -1.474 2.616 -5.210  0.09
H -0.122 3.238 -4.258  0.09

Summary:
* energy relative to the best compared isomer or geometry (same formula, charge and spin): 0.00 kJ/mol
* SMILES string: CC(=O)N1c2ccc(S(=O)(=O)N3CCC(C(=O)NCc4ccc(F)cc4)CC3)cc2C[C@@H]1C
* LUMO: 0.493 eV
* F_max: 0.0205 hartree/bohr
* orbital gap: 9.05 eV

***

no.,DFT total energy (eV)
1,-168875.834
2,-214428.654
3,-60230.160
4,-51557.233